(1)
{"formula": "C29H48CaF6O24P", "method": "ωB97M-V with the def2-TZVPD basis set", "charge": 1, "lumo_ev": -3.348, "largest_force_ev_per_a": 5.7, "homo_energy_ev": -11.8, "total_energy_ha": -4557.85676, "species": ["Ca", "P", "F", "F", "F", "F", "F", "F", "O", "O", "O", "O", "O", "O", "O", "O", "O", "O", "O", "O", "O", "O", "O", "O", "O", "O", "O", "O", "O", "O", "O", "O", "C", "C", "C", "C", "C", "C", "C", "C", "C", "C", "C", "C", "C", "C", "C", "C", "C", "C", "C", "C", "C", "C", "C", "C", "C", "C", "C", "C", "C", "H", "H", "H", "H", "H", "H", "H", "H", "H", "H", "H", "H", "H", "H", "H", "H", "H", "H", "H", "H", "H", "H", "H", "H", "H", "H", "H", "H", "H", "H", "H", "H", "H", "H", "H", "H", "H", "H", "H", "H", "H", "H", "H", "H", "H", "H", "H", "H"], "xyz": [[-0.097, -0.388, 3.154], [0.156, -0.918, 0.199], [1.083, -0.162, -0.883], [-0.861, -1.717, 1.208], [1.391, -1.015, 1.292], [-1.227, -0.796, -0.745], [-0.319, 0.483, 0.892], [0.431, -2.320, -0.600], [0.971, -1.028, -6.741], [1.959, 0.648, 3.454], [7.018, -0.839, -1.866], [-0.469, 3.208, -5.100], [0.822, -4.117, -4.291], [-3.383, -3.270, 4.298], [4.876, -1.138, -1.769], [3.406, 2.214, 2.648], [-0.345, 2.535, 3.045], [2.548, -4.752, -5.645], [-2.063, 3.886, 3.556], [0.018, 4.640, 3.841], [-2.611, 3.119, -4.694], [3.223, 1.950, 4.756], [6.040, -1.692, 0.027], [-1.783, 3.372, -6.873], [-2.277, 0.258, 2.817], [-1.025, -0.030, -6.149], [1.066, 0.529, -5.244], [-1.805, -4.249, 3.135], [0.317, -4.617, -6.355], [-4.241, 1.111, 1.806], [-3.951, 1.218, 3.978], [-1.519, -2.157, 3.648], [-2.877, 4.898, 5.562], [-0.736, 3.597, 3.429], [-3.559, -2.372, 5.347], [-3.413, 0.782, 2.853], [3.244, 1.879, 1.314], [-1.644, 3.235, -5.654], [2.917, 1.163, 5.884], [2.397, 0.042, -5.290], [2.818, 1.502, 3.618], [-0.534, -4.360, 2.507], [-2.542, 1.228, -3.245], [6.058, -1.040, -1.178], [2.288, -0.937, -6.446], [-0.544, -4.262, -4.324], [1.347, -4.514, -5.414], [-3.632, 1.390, 0.489], [-0.826, -3.986, -5.760], [4.838, -2.437, 0.286], [-0.595, 2.942, -3.778], [-1.025, -3.142, -3.364], [-2.264, -3.086, 3.615], [4.006, -1.838, -0.842], [-5.313, 1.529, 4.087], [-0.835, 5.739, 4.192], [-2.062, 2.685, -3.472], [0.199, -0.161, -6.030], [-2.218, 5.142, 4.216], [2.821, -0.563, -3.955], [4.317, -2.286, 1.718], [-2.031, 0.744, -2.412], [3.790, -1.346, 1.876], [-3.535, 2.456, 0.285], [5.140, -2.403, 2.422], [-2.964, 5.737, 3.690], [-3.005, 5.767, 6.207], [-4.293, 1.038, -0.303], [0.095, 2.133, -3.540], [3.778, 0.976, 1.018], [3.574, -2.629, -1.456], [-0.669, 6.064, 5.219], [-5.492, 2.389, 3.441], [-0.903, 6.482, 3.397], [-0.277, -5.389, 2.254], [2.703, -1.914, -6.199], [0.350, -4.120, 3.099], [3.678, -1.234, -4.017], [3.013, 0.911, -5.522], [-2.713, -2.469, 6.027], [5.175, -3.454, 0.086], [3.504, 2.669, 0.609], [-3.890, 4.513, 5.441], [-3.593, 1.348, -2.983], [3.649, -3.077, 2.058], [-0.487, -3.902, 1.519], [-1.779, -4.405, -6.083], [2.063, -1.267, -3.613], [-0.259, 3.665, -3.035], [2.054, 1.574, 6.408], [-5.374, 1.761, 5.151], [3.660, 1.275, 6.675], [-0.686, -2.123, -3.553], [3.021, 0.067, -3.088], [2.212, 1.683, 1.023], [-0.893, -2.902, -5.858], [-3.560, -1.330, 5.027], [-0.886, -5.279, -4.131], [2.945, 0.120, 5.570], [-2.085, -2.902, -3.289], [-0.794, -3.397, -2.330], [3.206, -1.269, -0.369], [-2.672, 0.960, 0.202], [-2.474, 0.595, -4.129], [-4.460, -2.535, 5.939], [2.889, -0.457, -7.218], [-5.934, 0.668, 3.841], [-2.309, 4.174, 6.147], [-2.461, 3.294, -2.661]], "forces_ev_per_a": [[-0.57, 0.63, -0.48], [-2.70, -1.04, -4.95], [-0.49, -0.02, 1.23], [1.25, 0.25, 1.07], [-0.87, -0.48, -0.39], [1.38, 0.65, 0.17], [0.89, 0.01, 0.53], [0.86, 0.77, 1.70], [-3.29, -0.47, -0.88], [0.00, -0.63, -0.01], [0.23, 1.26, 1.62], [1.62, 0.73, -0.57], [2.49, -0.36, 1.72], [-0.04, -0.50, -1.62], [-2.28, 0.25, 1.84], [0.08, -0.12, 1.84], [0.55, -0.16, 0.08], [-4.17, 0.93, 0.83], [0.93, -0.48, -0.52], [-0.14, -0.49, -0.29], [-0.94, 0.57, -1.73], [0.98, 0.56, 0.54], [1.46, 1.60, 1.07], [-0.39, -0.33, 3.70], [-3.11, 1.52, -0.03], [3.90, -0.34, 0.82], [-2.23, 0.79, 0.77], [-1.33, -0.53, -0.16], [0.99, 0.45, 0.18], [2.48, -0.57, 0.00], [2.31, -1.86, -0.02], [0.74, 2.73, 0.67], [0.15, -0.47, 0.68], [-1.16, 0.70, 0.59], [0.31, 1.67, 1.58], [0.71, 0.88, -1.24], [-1.24, -1.05, -2.44], [-1.79, 0.59, -4.16], [0.21, -0.29, 1.31], [0.38, 0.10, 1.12], [-0.19, 1.37, -1.96], [1.06, -0.42, -1.24], [-0.01, 0.80, 0.27], [1.47, -3.10, -1.65], [3.16, 0.37, 0.59], [-2.68, 2.18, 0.85], [3.09, -1.26, -3.22], [-0.23, -0.07, -1.18], [-0.65, 0.07, 0.16], [0.86, 0.38, -0.96], [1.29, -1.42, 4.05], [-1.16, -0.43, 0.88], [1.58, -3.72, 0.82], [-1.44, -1.28, -0.59], [-0.50, 0.61, 0.22], [-1.10, -0.16, 0.16], [0.02, -1.70, -0.54], [-1.05, 0.26, -0.65], [-1.97, -0.13, 0.68], [-0.36, -1.06, 0.39], [0.36, -0.05, 0.01], [0.11, 0.07, 0.04], [0.25, 0.13, -0.02], [-0.20, 0.19, 0.83], [0.25, 0.41, -0.13], [0.40, 0.02, -0.62], [0.30, 0.37, -0.36], [-0.43, -0.25, 0.52], [-0.41, -0.63, -0.11], [0.36, 0.04, 0.33], [-0.38, 0.10, 0.15], [0.87, 0.48, -0.46], [-0.55, -0.09, 0.23], [1.11, 0.28, 0.35], [-1.07, -0.44, 0.44], [-0.05, -0.05, -0.11], [-0.43, 0.85, 0.52], [0.35, 0.36, -0.57], [0.07, -0.13, -0.13], [0.04, -0.05, 0.16], [-0.52, -0.25, 0.11], [0.58, 0.34, 0.79], [0.08, -0.18, -0.23], [-0.16, -0.35, -0.01], [-0.26, -0.20, -0.67], [-0.22, 0.54, 0.38], [0.37, -0.27, -0.32], [-0.52, 0.01, -0.08], [0.25, 1.17, -0.81], [-0.67, -0.60, -0.56], [-0.59, 0.20, -0.21], [0.65, 0.24, -0.61], [0.98, -0.33, -0.45], [-0.11, 0.60, -0.50], [-0.34, -0.08, 0.53], [0.52, 0.10, -0.81], [-0.11, -0.02, -0.28], [0.26, -0.05, 0.78], [-0.70, 0.02, 0.45], [-0.50, -0.87, -0.56], [0.41, 0.02, -0.11], [0.15, 0.67, -0.69], [0.07, -0.49, 1.13], [0.23, 0.24, -0.07], [-0.07, -0.56, -0.61], [-0.33, -0.56, -0.73], [-0.05, 0.18, -0.09], [0.06, -0.14, 0.04], [0.19, 0.25, -0.10]]}

=====

(2)
{"formula": "C29H48Cl2N3O4SiYb", "method": "ωB97M-V with the def2-TZVPD basis set", "lumo_ev": [0.234, 0.186], "spin_multiplicity": 2, "largest_force_ev_per_a": 3.8, "homo_energy_ev": [-2.6, -6.7], "total_energy_ha": -3967.53393, "species": ["Yb", "Cl", "Cl", "Si", "O", "O", "O", "O", "N", "N", "N", "C", "C", "C", "C", "C", "C", "C", "C", "C", "C", "C", "C", "C", "C", "C", "C", "C", "C", "C", "C", "C", "C", "C", "C", "C", "C", "C", "C", "C", "H", "H", "H", "H", "H", "H", "H", "H", "H", "H", "H", "H", "H", "H", "H", "H", "H", "H", "H", "H", "H", "H", "H", "H", "H", "H", "H", "H", "H", "H", "H", "H", "H", "H", "H", "H", "H", "H", "H", "H", "H", "H", "H", "H", "H", "H", "H", "H"], "xyz": [[-2.035, 1.891, -0.436], [-0.055, 1.717, 0.912], [-1.916, -1.070, 0.691], [-1.372, -3.060, 1.610], [-2.284, 0.349, -1.936], [0.214, -2.550, 0.296], [-1.079, 3.497, -1.718], [-3.261, 2.341, 1.366], [0.759, 4.784, -2.212], [-3.590, 2.750, 3.575], [-1.749, -1.326, -3.435], [1.392, 0.494, -2.706], [0.173, 3.683, -1.745], [-1.920, -0.026, -3.099], [-1.066, -1.699, -4.702], [1.803, -3.437, -0.816], [-1.462, -2.374, 3.445], [1.964, 0.692, 2.413], [2.620, 1.161, -2.565], [1.734, -4.634, -2.986], [1.471, -3.445, -2.127], [1.866, -0.863, -0.709], [-2.274, -2.455, -2.639], [2.364, -4.578, -0.058], [3.040, 3.216, 2.966], [2.186, 4.959, -2.004], [0.064, 5.731, -3.072], [3.069, -0.158, -0.551], [1.450, 1.863, 1.856], [-3.056, -3.831, 1.439], [1.964, 3.126, 2.091], [-4.701, 3.691, 3.357], [3.618, 2.057, 3.526], [3.440, 0.846, -1.460], [-3.005, 2.090, 2.585], [0.989, -0.444, -1.723], [3.079, 0.808, 3.231], [1.580, -2.194, 0.018], [-3.203, 2.509, 4.965], [-0.376, -4.557, 1.729], [-2.246, 1.315, 2.884], [1.735, -4.904, 0.769], [-2.890, -2.039, -1.815], [-2.862, -3.112, -3.315], [-1.415, -3.045, -2.244], [3.474, -0.113, 3.648], [-0.278, -5.004, 0.720], [-2.494, -2.022, 3.645], [-4.727, 4.006, 2.302], [0.039, -0.974, -1.842], [1.122, -5.508, -2.699], [-3.412, -3.831, 0.411], [0.598, -4.274, 2.168], [-4.023, 2.037, 5.520], [-3.809, -3.293, 2.024], [1.245, -2.509, -2.659], [-0.136, -2.275, -4.477], [-0.816, -0.759, -5.229], [1.467, 4.044, 1.720], [2.454, 4.694, -0.968], [-2.325, 1.839, 4.967], [0.781, 0.697, -3.605], [-1.723, -2.343, -5.331], [-0.998, 5.730, -2.832], [3.430, 4.176, 3.287], [-1.264, -3.150, 4.209], [-3.125, -4.874, 1.784], [-0.841, -5.312, 2.401], [0.484, 6.735, -2.911], [3.743, -0.463, 0.265], [-5.665, 3.222, 3.622], [2.793, -4.942, -2.944], [2.767, 4.322, -2.691], [1.422, -0.241, 2.233], [4.418, 1.360, -1.316], [-1.682, 0.678, -3.918], [2.559, -5.424, -0.719], [4.427, 2.117, 4.253], [0.848, 2.902, -1.368], [2.455, 6.008, -2.185], [-2.943, 3.468, 5.434], [-4.553, 4.554, 4.021], [0.221, 5.492, -4.135], [3.330, -4.274, 0.359], [1.549, -4.373, -4.043], [2.226, -2.211, 0.914], [2.979, 1.859, -3.342], [-0.778, -1.537, 3.654]], "forces_ev_per_a": [[-1.11, 0.61, -1.54], [2.43, -0.08, 1.60], [-1.03, 0.34, 0.25], [1.04, 1.92, 0.96], [0.08, -1.19, -3.59], [-0.26, 1.13, 1.01], [-2.88, -0.28, 0.34], [-0.05, -0.47, 2.41], [1.02, 2.86, -0.34], [-0.28, -0.05, 0.35], [-0.33, 0.59, -0.55], [0.11, -0.03, 0.62], [1.98, -2.43, 0.59], [-0.11, -1.15, 1.53], [-0.17, 0.17, 0.34], [0.51, 1.29, -1.55], [0.01, -0.04, -0.15], [-0.73, 0.57, -0.43], [0.35, -0.53, 0.24], [-0.06, -0.53, -0.68], [1.20, 0.18, 0.79], [-0.51, -0.03, -0.40], [0.39, 0.16, 0.23], [0.55, -0.55, -0.24], [0.71, -0.68, 0.64], [-0.48, -0.08, -0.27], [0.59, -0.16, 0.28], [-0.14, -0.39, -0.08], [-0.08, -0.27, 0.18], [-1.21, -0.19, -0.39], [-0.42, 0.57, 0.16], [0.13, -0.05, -0.12], [-0.48, 0.27, -0.21], [0.19, 0.28, -0.06], [-0.10, 0.36, -1.48], [0.30, 0.22, -0.96], [-0.09, -0.25, -0.02], [-1.59, -0.63, 0.29], [0.23, -0.25, -0.25], [0.80, -1.79, 0.53], [-0.64, 0.67, -0.30], [0.17, 0.10, -0.25], [0.48, -0.43, -0.47], [0.22, 0.49, 0.40], [-0.58, 0.44, 0.01], [0.14, 0.22, 0.12], [0.19, 0.14, 0.64], [0.46, -0.01, -0.25], [0.09, -0.16, 0.53], [0.43, 0.21, 0.31], [0.19, 0.25, -0.32], [-0.14, 0.00, -0.24], [-0.31, -0.36, -0.40], [0.16, 0.11, -0.08], [0.10, 0.22, -0.16], [0.02, -0.57, 0.54], [-0.67, 0.54, -0.07], [-0.03, -0.64, 0.09], [0.40, -0.84, 0.01], [-0.06, -0.01, -0.23], [-0.43, 0.34, 0.15], [0.23, -0.08, 0.72], [0.34, 0.54, 0.44], [0.08, -0.04, -0.13], [-0.10, 0.00, -0.26], [0.05, 0.14, -0.45], [0.42, 0.23, -0.09], [0.14, 0.41, -0.30], [-0.22, -0.23, 0.04], [-0.23, 0.27, -0.47], [0.41, 0.07, -0.12], [-0.31, 0.01, 0.03], [0.09, 0.12, 0.13], [0.44, 0.20, 0.03], [-0.89, -0.40, -0.20], [0.01, -0.06, 0.49], [-0.06, -0.10, 0.14], [-0.12, 0.16, -0.33], [0.01, 0.44, -0.13], [-0.04, -0.26, 0.03], [-0.02, -0.30, -0.06], [-0.02, -0.19, -0.31], [-0.22, -0.05, -0.10], [-0.01, -0.03, 0.05], [-0.11, -0.35, 0.33], [-0.10, -0.07, 0.00], [-0.33, -0.35, 0.59], [-0.12, -0.17, -0.13]]}